Entry 1:
39
Properties=species:S:1:pos:R:3:forces:R:3 method="wB97M-V/def2-TZVPD" e_homo_ev=-8.327 spin_multiplicity=1 relative_energy_kj_mol=114.20 gap_ev=9.2 smiles=CN(C)[Si](c1ccccc1)(N(C)C)N(C)C total_charge=0 e_tot_ha=-924.767642
C -2.061424 -1.653385 -0.092376 1.1 -1.2 1.0
N -1.685445 -0.715291 0.980650 2.8 -0.5 -1.5
C -1.595835 -1.382894 2.281205 -0.7 -2.1 -1.4
Si 0.026809 -0.188126 0.567222 -0.1 -1.6 1.4
C -0.053557 0.417001 -1.175162 1.2 -1.4 0.3
C -1.185438 1.159484 -1.355615 0.4 0.8 -3.1
C -1.360484 1.779077 -2.583697 0.1 1.3 -0.8
C -0.448586 1.587353 -3.655893 -2.4 2.2 -0.5
C 0.634024 0.828981 -3.455085 1.8 -1.4 0.1
C 0.871086 0.245714 -2.208479 0.9 0.0 0.3
N 1.300443 -1.498649 0.850472 -2.8 0.3 -2.1
C 2.488101 -0.851663 1.229543 1.4 0.0 1.0
C 1.487971 -2.604668 -0.193230 -0.6 1.6 1.4
N 0.360847 1.207728 1.628721 -1.7 -1.4 -0.7
C -0.954851 1.772240 2.206094 1.9 -1.5 0.3
C 1.179771 2.065958 0.804719 0.7 1.8 0.1
H -1.453742 -2.612900 -0.075796 -0.6 0.7 0.3
H -3.080148 -1.929059 0.010796 -1.1 -0.3 -0.1
H -1.868892 -1.256709 -1.059925 -0.2 0.6 -0.7
H -0.747382 -1.041559 2.794295 0.8 0.7 1.3
H -1.420412 -2.507079 2.206033 -0.2 1.1 -0.2
H -2.533895 -1.266916 2.770416 -0.6 0.2 1.0
H -1.919464 1.260530 -0.634137 -1.2 0.3 1.5
H -2.095560 2.589319 -2.659704 -0.1 -0.7 -0.2
H -0.541532 2.123848 -4.658595 -0.2 -0.7 1.6
H 1.312748 0.723071 -4.293092 0.3 -0.2 0.2
H 1.867186 -0.235993 -2.025210 -1.2 0.2 -0.1
H 3.184785 -0.682635 0.403580 0.0 0.5 -0.2
H 2.244267 0.050640 1.796797 0.4 -0.1 -0.2
H 3.011348 -1.489041 1.915002 0.8 -0.4 0.6
H 2.516984 -2.647650 -0.582586 -0.5 0.3 -0.1
H 0.707399 -2.438889 -0.910627 0.1 0.1 -1.1
H 1.228451 -3.569765 0.187109 0.2 -0.7 0.8
H -1.774578 1.643641 1.542462 -0.7 -0.1 -0.6
H -0.893426 2.798157 2.459257 0.5 1.1 0.2
H -1.181606 1.197562 3.127316 0.2 0.4 -0.5
H 2.172344 1.689091 0.492829 -0.9 -0.8 -0.3
H 0.694081 2.582331 -0.038130 0.0 -0.4 0.0
H 1.567609 2.851146 1.402823 0.1 1.3 1.0

=====

Entry 2:
41
Properties=species:S:1:pos:R:3:forces:R:3 method="wB97M-V/def2-TZVPD" e_homo_ev=-8.040 spin_multiplicity=1 relative_energy_kj_mol=23.32 gap_ev=8.7 smiles=NCCCNCc1ccc(NCCCN)[n+]([O-])c1 total_charge=0 e_tot_ha=-819.968127
N -2.713176 4.178083 0.765085 1.4 0.3 0.5
C -1.883449 3.740849 1.917326 -0.3 0.0 -0.4
C -0.404427 4.045706 1.645659 -0.5 0.5 -0.1
C 0.542068 3.467238 2.690206 0.8 -0.4 -1.1
N 0.757317 2.019888 2.456257 0.0 0.6 1.1
C 1.718758 1.576840 1.434802 -2.0 0.4 -0.1
C 1.013795 0.422543 0.760223 -0.1 -0.3 -0.9
C 1.260167 -0.886346 1.156641 0.2 -0.1 0.1
C 0.579529 -1.934095 0.562111 -0.5 0.8 -1.2
C -0.302465 -1.653915 -0.537760 -0.3 -3.2 2.1
N -1.079230 -2.675518 -1.146115 0.7 0.7 0.8
C -0.613902 -4.077787 -1.236851 0.4 0.5 0.2
C 0.765272 -4.202483 -1.883219 -0.1 -0.6 -0.3
C 0.816534 -3.683045 -3.324758 0.5 0.6 0.9
N 0.825506 -2.209040 -3.322410 -0.4 0.1 -0.4
N -0.561265 -0.369036 -0.855636 0.9 -0.8 0.1
O -1.257143 -0.055834 -1.838780 -2.4 -0.3 -2.5
C 0.029120 0.615340 -0.227385 2.7 2.2 2.6
H -3.688935 4.016042 0.884919 -0.5 -0.3 0.1
H -2.380715 3.763766 -0.101705 -0.2 0.0 0.3
H -2.003086 2.662675 2.106417 0.1 0.0 0.0
H -2.217733 4.233151 2.844718 0.0 0.1 -0.4
H -0.165240 3.607310 0.674510 0.2 0.0 -0.1
H -0.248865 5.126765 1.520194 -0.2 -0.2 0.2
H 1.510714 4.002992 2.611649 -0.4 -0.5 0.2
H 0.154609 3.635206 3.687838 0.0 -0.1 0.3
H -0.151213 1.573993 2.346485 0.5 0.0 -0.1
H 1.935423 2.379651 0.731633 -0.1 0.1 -0.3
H 2.662422 1.300753 1.865635 0.4 -0.4 0.3
H 1.998887 -1.068145 1.940276 -0.3 -0.1 -0.2
H 0.776752 -2.940500 0.906740 -0.3 0.0 -0.3
H -1.642979 -2.352322 -1.906059 -0.3 0.4 -0.3
H -0.572633 -4.515679 -0.241302 -0.1 0.1 0.3
H -1.356000 -4.683136 -1.771304 0.0 0.5 -0.1
H 1.490117 -3.602945 -1.307799 -0.1 -0.4 -0.1
H 1.068516 -5.265667 -1.864754 -0.1 0.3 0.2
H 1.745177 -4.031899 -3.766810 0.1 0.0 -0.2
H 0.013303 -4.095144 -3.946380 -0.1 0.3 0.2
H 0.102905 -1.856114 -2.689057 0.5 -0.1 -0.9
H 1.707537 -1.835695 -2.980804 -0.1 -0.3 -0.1
H -0.231975 1.625554 -0.560435 0.0 -0.6 -0.1

=====

Entry 3:
50
Properties=species:S:1:pos:R:3:forces:R:3 method="wB97M-V/def2-TZVPD" e_homo_ev="-17.890 / -17.859" spin_multiplicity=2 gap_ev="3.6 / 2.7" total_charge=+3 e_tot_ha=-1715.398839 s2=1.78
Al 1.056489 -0.152120 -3.420050 -0.1 0.4 0.2
F 0.248619 0.962000 -0.896640 0.0 -0.2 -0.3
C 4.821169 -2.784060 -1.129550 0.9 -0.2 -1.8
O 4.538599 -1.972410 -0.044500 -1.6 3.0 1.1
C 3.747029 -0.869240 -0.195840 -1.5 -0.7 -1.7
O 3.146569 -0.474390 -1.256190 1.9 -1.4 3.2
O 3.552989 -0.357120 1.028870 1.4 -1.7 -1.3
C 2.663229 0.687180 1.202160 -0.5 0.7 0.3
H 5.697129 -3.380700 -0.874950 -0.4 -0.2 0.2
H 5.142019 -2.188330 -1.984100 -0.2 0.1 -0.1
H 3.951409 -3.375380 -1.415850 0.1 -0.2 0.1
H 2.901099 1.502460 0.518910 -0.2 0.2 0.2
H 2.765119 0.936520 2.258350 0.1 0.4 -0.2
H 1.642139 0.325740 1.080350 -0.3 0.1 -0.4
C -0.099271 3.048790 1.840960 1.4 -0.6 -0.8
O -0.964471 3.558680 2.836210 -0.4 -0.8 1.6
C -0.869751 3.057260 4.040950 -2.7 3.0 -1.5
O -0.149961 2.140730 4.433550 0.7 -0.7 0.5
O -1.718501 3.689350 4.815370 1.1 0.1 -1.3
C -2.101651 3.284330 6.099380 -0.4 -1.4 2.0
H 0.748179 3.734130 1.825410 0.0 -0.2 -0.5
H -0.601291 2.950990 0.878410 -0.2 0.6 0.3
H 0.236819 2.048030 2.112280 0.1 0.0 0.0
H -2.412191 2.241430 6.035820 0.1 0.0 0.3
H -2.951771 3.856090 6.471530 0.2 0.4 -0.6
H -1.267491 3.426950 6.786350 -0.1 0.0 0.1
C 1.156229 -5.269520 -1.976660 0.9 -0.1 -1.1
O 0.493359 -4.654980 -0.918270 -1.0 3.0 2.5
C 0.358089 -3.330930 -0.605630 -1.6 1.1 2.2
O 0.455889 -2.366760 -1.389580 0.4 -2.2 0.4
O -0.111951 -3.160700 0.651580 1.3 -1.8 -2.3
C -0.350401 -1.947780 1.394810 0.2 1.8 0.2
H 0.722339 -4.769600 -2.842640 -0.1 -0.7 -0.7
H 0.986369 -6.340310 -1.864210 -0.4 0.2 -0.3
H 2.226269 -5.065320 -2.014140 0.1 0.3 0.3
H 0.459339 -1.719060 2.087710 0.3 -0.8 -0.1
H -1.260181 -2.002090 1.992700 0.0 -0.8 -0.4
H -0.421661 -1.046360 0.786160 -0.2 -0.4 -0.6
C -3.043151 0.758800 -0.903880 1.1 -0.9 1.5
O -3.720471 1.135560 -2.039540 -0.3 0.5 -1.3
C -3.096511 1.203840 -3.217690 0.2 0.7 -1.8
O -1.937041 0.825030 -3.484900 -1.6 0.5 0.9
O -3.961351 1.791190 -4.072670 0.5 -0.6 1.0
C -3.596331 2.002200 -5.451990 0.9 -0.5 -0.6
H -3.754741 0.420310 -0.150770 -0.2 0.0 -0.3
H -2.464571 1.551560 -0.429650 -0.1 0.5 -0.3
H -2.325321 -0.042270 -1.080230 -0.1 -0.2 -0.2
H -2.558041 2.333940 -5.451100 -0.1 -0.1 -0.4
H -4.222121 2.692220 -6.017990 -0.3 0.6 1.2
H -3.756281 1.104120 -6.048620 0.5 -0.4 0.4